1.
19
Properties=species:S:1:pos:R:3:forces:R:3:mulliken_spin:R:1 method="wB97M-V/def2-TZVPD" charge=+1 s2=0.753 multiplicity=2 relative_energy_kj_mol=162.6 e_homo_ev="-13.58 / -13.56"
C -0.496693 -1.822683 -1.312517 0.2375 -0.8593 -0.3389 0.000
C -1.147812 -0.221386 -2.934144 0.2723 0.4230 0.3509 0.001
N -0.732245 -0.464351 -1.751912 -0.1225 1.0462 -0.4164 -0.007
H -1.189352 -2.076944 -0.516077 -0.1863 -0.0242 0.0199 -0.001
H 0.503551 -1.871184 -0.871604 -0.0865 -0.1381 -0.1748 0.001
H -0.602240 -2.556269 -2.154338 0.1418 0.6891 0.7851 0.000
H -1.351576 -1.017490 -3.660201 0.0613 0.1156 0.3622 0.000
H -1.279546 0.815797 -3.275348 0.0229 -0.4254 0.3173 0.001
H -0.359885 0.486277 -0.883854 -0.5787 -1.4236 -1.1161 -0.033
C 0.065760 -0.394913 2.061598 -0.2469 -0.5515 -0.4729 0.016
C 0.146294 1.125118 1.835681 0.6484 -0.2306 0.3799 -0.047
S 0.385881 1.593853 0.079996 0.0300 0.5800 1.0448 1.010
N 1.270020 -1.162421 1.690014 0.1510 1.1965 0.0851 0.004
H -0.769092 -0.812560 1.473808 0.0867 0.3309 0.1807 0.000
H -0.191296 -0.591364 3.107692 0.1404 0.1302 -0.1265 -0.002
H 1.021218 1.562456 2.392513 -0.9150 -0.2196 -0.5267 0.004
H -0.792499 1.578979 2.210746 0.4052 0.1535 -0.4012 0.054
H 1.924284 -1.128430 2.471606 -0.0550 -0.2186 -0.1514 0.001
H 1.742628 -0.620324 0.954670 -0.0069 -0.5741 0.1991 -0.002


2.
64
Properties=species:S:1:pos:R:3:forces:R:3:mulliken_spin:R:1 method="wB97M-V/def2-TZVPD" charge=+2 s2=2.013 multiplicity=3 e_homo_ev="-13.52 / -13.50"
Au 1.696043 -1.153141 1.217744 -0.4901 -0.3770 0.8295 0.475
O 0.356720 -2.023532 2.829050 0.0957 0.1178 -0.2752 0.066
C 0.990031 -1.408333 3.730804 -0.0718 -0.0487 0.1378 -0.036
O 1.972752 -0.676968 3.449347 0.1283 0.0705 -0.3264 0.241
H 0.684718 -1.510369 4.777959 0.0311 0.0215 -0.0393 0.000
C 0.107789 -5.389107 -0.080384 0.2551 -0.0463 0.2307 0.005
C 0.898893 -4.211633 0.539048 -0.0455 0.0000 0.0040 0.011
N 0.443351 -2.939840 -0.038994 0.2276 0.3624 -0.0037 0.009
C 0.667381 -2.927004 -1.488525 -0.0693 -0.0371 -0.0180 -0.002
C -0.118741 -4.084878 -2.153450 0.2147 0.2351 -0.1803 -0.001
N -0.854996 -4.816953 -1.074574 -0.0727 -0.1291 -0.0637 0.001
C -1.812117 -3.895211 -0.384261 -0.1554 0.2731 0.1863 0.008
C -0.990185 -2.743513 0.240468 -0.0275 -0.0289 -0.0338 0.026
H -0.460900 -5.937448 0.667828 -0.0897 0.0225 -0.0552 -0.001
H 0.757883 -6.092011 -0.597703 -0.0595 0.0149 -0.0909 -0.001
H 1.965320 -4.322649 0.347031 -0.0134 -0.0101 -0.0292 0.004
H 0.753053 -4.162591 1.616580 -0.0268 -0.0316 -0.0157 -0.004
H 1.734394 -3.028327 -1.682596 -0.0094 -0.0334 0.0061 0.010
H 0.341213 -1.961927 -1.875518 -0.0108 -0.0125 0.0044 -0.008
H 0.539832 -4.791194 -2.655107 -0.0496 -0.0776 0.0478 0.000
H -0.846632 -3.720492 -2.875541 -0.0734 -0.0546 0.0491 0.001
H -1.380254 -5.580548 -1.499398 -0.0079 -0.0106 0.0036 0.000
H -2.352713 -4.467122 0.367367 0.0522 -0.0928 -0.0350 0.000
H -2.528652 -3.533213 -1.119264 0.0505 -0.0644 -0.0773 -0.001
H -1.123547 -2.698978 1.317955 -0.0283 -0.0540 -0.0044 -0.001
H -1.290555 -1.781551 -0.173841 0.0016 -0.0574 -0.0219 -0.015
S 0.175867 2.723341 -2.384708 0.1417 -0.2277 -0.0135 0.746
P -0.939411 2.444629 -0.733588 -0.6736 0.0780 0.4135 -0.007
S -0.278208 0.676877 -0.036200 0.1102 0.2444 -0.2629 0.279
C -0.771542 3.823602 0.420827 0.0789 -0.3507 -0.2692 -0.019
C -0.731048 5.114920 -0.097452 -0.0020 0.0168 0.0776 0.009
C -0.696106 6.192371 0.772358 0.0033 0.0296 -0.0650 0.007
C -0.701020 5.977467 2.144267 0.0010 0.0047 -0.0057 0.000
C -0.739091 4.686879 2.652322 0.0015 -0.0287 0.0678 0.001
C -0.775022 3.600434 1.791533 0.0043 0.0351 0.0303 0.006
C -2.703473 2.313180 -1.141178 0.4443 0.0686 -0.0161 -0.019
C -3.211072 3.029977 -2.218979 -0.0570 -0.0363 0.0272 0.010
C -4.570567 2.981907 -2.488143 0.0213 0.0597 -0.0599 0.006
C -5.411963 2.225668 -1.685903 -0.0262 0.0008 0.0035 0.000
C -4.900741 1.517083 -0.606837 0.0238 -0.0252 0.0437 0.001
C -3.542924 1.558150 -0.330081 -0.0849 0.0350 0.0171 0.007
H -0.721558 5.279079 -1.168964 -0.0030 0.0280 0.0109 -0.010
H -0.664441 7.199214 0.378318 0.0043 -0.0017 0.0151 0.000
H -0.672858 6.822689 2.818748 -0.0034 -0.0083 0.0074 0.000
H -0.741653 4.523444 3.721772 0.0027 0.0189 -0.0029 0.000
H -0.801108 2.590785 2.183448 0.0018 -0.0006 -0.0114 -0.004
H -2.553087 3.615583 -2.849519 -0.0132 -0.0086 -0.0222 -0.009
H -4.970835 3.538092 -3.325244 -0.0066 -0.0143 0.0052 0.000
H -6.471900 2.192593 -1.900207 0.0038 0.0002 0.0077 0.000
H -5.561014 0.937909 0.025356 -0.0048 0.0084 -0.0139 0.000
H -3.141251 1.015040 0.516445 0.0057 -0.0181 0.0028 -0.004
C 5.019967 -1.352734 -0.175203 -0.0262 -0.0026 0.0782 0.006
As 3.608046 -0.109913 0.289052 0.5989 0.2570 -0.5473 0.184
C 4.428966 1.089611 1.547913 -0.1017 0.0185 0.2007 0.004
C 3.343391 0.954669 -1.299071 -0.0741 -0.0022 0.0453 0.000
H 5.899622 -0.781229 -0.469535 -0.0194 0.0377 -0.0084 0.006
H 4.723693 -1.994798 -1.002233 -0.0746 0.0360 -0.0043 0.002
H 5.271793 -1.967856 0.686664 -0.0328 0.0216 0.0210 -0.001
H 5.273250 1.572782 1.058269 0.0169 -0.0323 -0.0268 0.004
H 4.769569 0.536311 2.420863 -0.0042 -0.0374 -0.0260 0.000
H 3.715709 1.844584 1.873075 -0.0516 -0.0238 -0.0586 0.001
H 4.255722 1.518711 -1.490516 0.0482 -0.0601 0.0163 0.003
H 2.517620 1.645137 -1.143825 -0.0065 -0.0224 0.0580 0.001
H 3.118600 0.322333 -2.155850 -0.0021 -0.0493 0.0352 0.002


3.
13
Properties=species:S:1:pos:R:3:forces:R:3:nbo_charge:R:1 method="wB97M-V/def2-TZVPD" multiplicity=1 relative_energy_kj_mol=304.2 e_homo_ev=-9.28
C -1.513602 -0.687620 0.521370 1.0980 0.0906 1.1787 -0.605
C -0.059727 -0.003033 0.064707 -1.1189 -0.4710 -1.4433 0.221
O -0.575009 0.173345 -1.252453 1.0523 1.1464 -1.9581 -0.728
C 1.410940 -0.408873 -0.080748 -0.5678 -0.3258 0.0029 -0.443
C 1.110373 1.048835 0.169455 -0.5979 -0.0666 0.2991 -0.434
H -1.302900 -1.736936 0.694365 -0.0084 -0.1022 0.6177 0.220
H -2.330497 -0.727474 -0.265799 1.5925 0.6000 0.5026 0.225
H -1.967087 -0.186097 1.364207 0.1100 -0.2321 0.6525 0.205
H -1.173481 0.917039 -1.112434 -0.0603 -0.0862 -0.6060 0.457
H 2.012780 -0.919386 0.676673 -0.6571 0.0662 -0.0037 0.219
H 1.681425 -0.698953 -1.096353 -0.0783 0.0592 0.2157 0.223
H 1.550581 1.542581 1.038745 -0.4950 -0.4603 0.0979 0.217
H 1.156201 1.686577 -0.721736 -0.2692 -0.2181 0.4442 0.222


4.
89
Properties=species:S:1:pos:R:3:forces:R:3:mulliken_charge:R:1 method="wB97M-V/def2-TZVPD" multiplicity=1 e_homo_ev=-8.14
C -0.780607 1.330945 3.648138 -0.4726 0.3706 -0.2345 -1.155
C -1.901085 1.878140 2.722622 -0.1355 -0.3885 -0.4008 -1.349
C -1.970246 1.106832 1.421459 0.1762 0.3124 0.2301 -0.037
C -2.969765 0.170524 1.139155 -0.0990 0.3883 0.2211 0.911
N -3.961626 -0.029175 2.192855 1.3047 -0.6817 -0.1475 -0.640
C -3.766926 -1.061798 2.834118 -1.2634 0.2179 -0.3127 0.738
O -3.764600 -2.053548 3.426383 0.3596 0.0568 0.2750 -0.436
C -3.048851 -0.534003 -0.077169 -0.6056 0.5339 -0.0856 0.458
P -4.427547 -1.722563 -0.451470 0.0477 -1.4282 -0.0330 0.355
C -5.247825 -0.999316 -1.959898 0.2133 0.2081 0.4220 -1.235
O -5.608554 -1.598299 0.699573 0.0911 0.4641 -0.6637 -0.487
C -2.050017 -0.351488 -1.057578 -0.2064 -0.1160 0.0422 0.439
C -1.984822 -1.096425 -2.387129 0.2977 0.4462 -0.0672 -1.673
O -0.884040 -1.998359 -2.437439 -0.3316 -0.0403 0.2953 -0.391
C -1.051157 -3.172345 -1.721155 -0.1885 -0.7993 0.3682 0.859
C -2.238580 -3.901778 -1.780181 -0.1009 0.5151 -0.3981 -0.542
C -2.447333 -5.076136 -1.084129 -0.2659 -0.4288 0.3035 0.840
C -3.779446 -5.784844 -1.161213 0.2788 -0.0117 -0.3442 -1.395
C -1.424315 -5.580617 -0.288622 0.0476 0.4889 -0.3177 -1.125
C -0.227497 -4.883736 -0.250743 -0.0945 -0.2580 0.1305 -0.775
C -0.010064 -3.699740 -0.952172 0.5899 0.1824 -0.1061 -0.096
C 1.362545 -3.063572 -0.769186 -0.4873 0.1290 -0.1001 0.897
C 1.297934 -2.135866 0.450577 0.5847 -0.1021 0.1055 -0.911
C 1.950568 -2.412474 -2.018881 0.5208 0.1280 0.1769 -1.542
C -1.075131 0.593504 -0.771275 0.5950 0.5318 0.3739 -0.252
C -1.024305 1.291306 0.428143 0.0387 -0.2982 -0.8278 1.116
C 0.158742 2.210037 0.388034 -1.2206 0.1332 0.7743 -0.006
O 0.553704 2.827961 1.338346 0.4248 0.3068 -0.3417 -0.546
N 0.630617 2.254224 -0.945444 1.0060 -1.7170 0.5298 0.261
C 2.061185 2.418656 -1.201305 -0.1486 1.5036 0.1065 -0.794
Br 3.132034 0.821668 -0.877474 -0.3758 -0.4562 -0.5563 0.046
C 2.677726 3.660908 -0.480751 1.2934 -0.9618 -0.1504 0.204
C 3.761540 4.266819 -1.385827 -0.2704 -0.7053 0.3965 -1.707
Br 3.669369 3.065856 1.132140 -0.2351 0.9386 0.4825 -0.113
C 0.064518 1.110340 -1.606728 -1.2338 -0.2432 -0.4582 -0.111
O 0.401623 0.682062 -2.671710 0.4228 0.4103 -0.1388 -0.617
H -0.113773 2.145949 3.918152 0.0707 -0.1238 0.1505 0.270
H -0.196080 0.573899 3.127030 0.0599 -0.0191 0.1154 0.251
H -1.229128 0.895902 4.540912 0.1873 -0.0477 0.0385 0.419
H -1.740806 2.925277 2.464851 0.1788 -0.0271 0.1303 0.374
H -2.880909 1.807784 3.191349 0.0973 0.0471 0.1269 0.582
H -4.783729 -0.049369 -2.227190 -0.2040 -0.0028 -0.1985 0.367
H -5.169092 -1.717115 -2.776496 0.1446 0.0893 -0.0261 0.256
H -6.317275 -0.872441 -1.777966 0.0729 0.1303 0.1227 0.517
H -6.143121 -0.802728 0.577519 0.0095 0.0489 0.3329 0.319
H -2.914289 -1.580307 -2.674429 -0.0259 -0.0687 0.2252 0.474
H -1.787797 -0.341124 -3.149892 0.1251 -0.1888 -0.0851 0.536
H -3.060243 -3.530801 -2.381080 0.0377 -0.0533 -0.0752 0.457
H -4.040578 -6.012141 -2.198944 0.0277 0.0224 0.0274 0.338
H -4.589954 -5.171828 -0.760240 0.0756 -0.0601 0.1585 0.220
H -3.706925 -6.735039 -0.632760 -0.2371 0.0672 0.0979 0.366
H -1.556910 -6.493289 0.278015 0.0006 0.0094 0.0029 0.341
H 0.578433 -5.268628 0.367735 0.0422 0.0719 -0.0707 0.478
H 2.036284 -3.881929 -0.497594 -0.0689 -0.0016 0.0416 0.443
H 0.936087 -2.701123 1.312332 -0.1471 0.1035 -0.0307 0.435
H 2.305677 -1.795438 0.711711 -0.0529 0.1156 -0.0543 0.333
H 0.675675 -1.252121 0.294192 -0.0835 -0.0934 -0.0768 -0.176
H 1.417609 -1.528394 -2.356199 -0.0999 -0.0982 0.0159 0.154
H 2.030880 -3.123753 -2.844165 -0.1778 -0.0044 0.0262 0.362
H 2.972979 -2.092828 -1.785968 -0.0403 -0.0362 -0.0438 0.403
H 2.162177 2.605338 -2.267255 -0.0671 -0.2152 -0.0058 0.706
H 1.945154 4.373001 -0.138821 -0.1353 -0.1058 -0.0798 0.233
H 4.517945 3.489936 -1.524884 0.0285 0.0968 -0.1612 0.456
H 3.337309 4.530217 -2.352948 0.0261 0.3125 0.0837 0.393
H 4.244092 5.098786 -0.881221 -0.1390 0.1947 -0.2098 0.445
C 4.303702 -4.495268 1.933753 -0.0122 -0.0760 -0.2194 0.145
O 3.215396 -4.988991 2.155360 -0.0587 0.0570 0.0977 -0.610
N 4.956523 -3.657965 2.761935 0.0915 0.0369 -0.0063 0.134
C 6.253687 -3.101878 2.434044 -0.1655 0.0258 0.1817 -0.935
C 4.330296 -3.303774 4.024861 -0.1070 -0.1155 -0.1261 -0.924
H 4.856758 -4.701958 1.000961 0.0466 0.0363 0.0204 0.290
H 6.988299 -3.398392 3.185702 0.0717 0.0398 -0.0545 0.346
H 6.196349 -2.011789 2.405650 0.0916 0.0034 -0.0363 0.338
H 6.580821 -3.462176 1.460988 -0.0345 -0.0222 -0.0090 0.296
H 4.154151 -4.202378 4.616991 -0.0332 0.0435 0.0492 0.305
H 3.368605 -2.823705 3.840218 -0.0078 0.0049 0.0715 0.247
H 4.975916 -2.624900 4.576209 0.0373 0.0039 -0.0399 0.393
C 0.685143 6.685360 -0.818135 0.0558 -0.0270 0.0647 0.186
O 1.447267 6.091479 -1.561115 -0.2117 0.1846 -0.0884 -0.632
N -0.325018 7.470821 -1.226705 -0.0807 0.0647 0.0772 0.146
C -1.200132 8.152078 -0.292774 0.0230 -0.0165 -0.2336 -0.929
C -0.541630 7.638275 -2.654791 0.1497 -0.1157 0.0547 -0.939
H 0.768468 6.621253 0.280737 -0.0206 0.0046 -0.0026 0.254
H -2.231655 7.828779 -0.444900 -0.0277 0.0494 0.0761 0.346
H -1.140824 9.231274 -0.445739 -0.0548 0.0139 0.0769 0.347
H -0.907152 7.924780 0.729936 0.0324 -0.0260 -0.0099 0.304
H -0.735581 6.669811 -3.116701 -0.0027 0.0343 -0.0632 0.287
H 0.348786 8.064096 -3.117800 -0.0347 -0.0060 -0.0632 0.287
H -1.389453 8.297522 -2.821634 -0.0105 0.0087 0.0544 0.381


Number 1: F_max 1.90 eV/A. Number 2: F_max 1.03 eV/A. Number 3: F_max 2.50 eV/A. Number 4: F_max 2.06 eV/A.